ORCA calculation (ωB97M-V with the def2-TZVPD basis set) on a single C4H6N2S3 molecule at a distorted geometry.

Geometry as XYZ:
```
15
Properties=species:S:1:pos:R:3:mulliken_charge:R:1
S -1.3940 -1.7839 0.1038 0.06
S -3.4845 0.2839 0.1164 -0.32
S 1.8879 0.8723 0.1931 -0.26
N -0.8900 0.8586 -0.0583 -0.06
N 0.1069 -1.7626 -0.4955 -0.42
C -1.8983 -0.1325 0.0331 0.28
C 1.2136 -2.4094 0.1129 -0.48
C -1.3259 2.2460 -0.2044 -1.00
C 0.3613 0.5898 0.0340 0.56
H 1.6679 -3.0827 -0.6183 0.23
H -1.6033 2.6710 0.7624 0.33
H -2.2043 2.2579 -0.8513 0.38
H 1.9763 -1.6451 0.3621 0.10
H -0.5183 2.8265 -0.6473 0.34
H 0.9705 -2.9674 1.0215 0.27
```

Output
- F_max: 0.0477 Eh/bohr
- Total charge: 0
- Energy relative to the best compared isomer or geometry (same formula, charge and spin): 319.14 kJ/mol



ORCA calculation (ωB97M-V with the def2-TZVPD basis set) on 2 unconnected molecules or ions with the total composition C6H11NO at a distorted geometry.

Geometry as XYZ:
```
19
Properties=species:S:1:pos:R:3:mulliken_charge:R:1
O 2.0282 -1.0066 -1.4348 -0.70
N 0.3421 -0.6700 1.1638 0.05
C -1.1495 -0.1645 -0.5110 1.14
C 0.4648 0.6603 0.8099 0.61
C -2.2711 -0.2515 -1.3597 -1.36
C -0.3525 0.9331 -0.3002 -0.93
C -0.8163 -1.1091 0.4963 -0.75
C 1.1508 1.6258 1.6013 -1.47
H 0.8428 -1.2931 1.7706 0.16
H 2.3679 -0.8123 -2.3819 0.31
H 1.4052 -0.2676 -1.1104 0.44
H 2.0923 1.8329 1.2367 0.34
H -2.1095 -1.1235 -1.9484 0.33
H 0.5350 2.5918 1.4916 0.27
H -0.0818 1.7909 -0.8003 0.33
H -1.5012 -1.9349 0.8907 0.31
H -2.4682 0.5902 -2.0867 0.33
H 1.3841 1.3258 2.6393 0.34
H -3.2434 -0.1220 -0.7886 0.27
```

Output
- F_max: 0.0835 Eh/bohr
- SMILES string: Cc1c[nH]c(C)c1.O
- Total charge: 0
- Energy relative to the best compared isomer or geometry (same formula, charge and spin): 239.68 kJ/mol



ORCA calculation (ωB97M-V with the def2-TZVPD basis set) on 3 unconnected molecules or ions with the total composition C14H37O12P3S at a distorted geometry.

Geometry as XYZ:
```
67
Properties=species:S:1:pos:R:3:mulliken_charge:R:1
S 4.0996 -1.7673 1.3757 0.43
P 1.4028 -2.8821 1.3153 0.34
P -4.5013 -1.5796 3.3448 1.01
P 2.6437 3.3846 -3.4835 1.00
O 4.7649 -3.2589 1.3592 -0.23
O -3.6863 -2.9228 3.0923 -0.36
O 0.7507 -1.7501 0.3238 -0.30
O -5.8323 -2.3974 3.7335 -0.38
O 2.7201 -2.1780 2.1271 -0.26
O 2.0709 3.0888 -4.8041 -0.74
O 1.4713 3.7369 -2.4394 -0.31
O 3.3608 4.8188 -3.6124 -0.39
O 3.7691 2.8507 -2.4915 -0.40
O -4.4801 -0.3911 4.2081 -0.74
O 3.8044 -1.4049 0.0040 -0.36
O -4.8570 -1.1568 1.8334 -0.31
C 3.5396 0.4834 -3.1590 -1.11
C 3.7869 1.4805 -2.0473 -0.10
C 0.2054 1.8804 -1.4934 -0.51
C -7.7571 -1.1730 4.5540 -1.04
C 5.8107 -3.3978 0.3870 -0.67
C -2.2742 -2.9110 2.8084 -0.20
C 2.4775 6.4294 -5.1946 -1.04
C 0.2217 3.0440 -2.4662 -0.46
C -6.5884 -2.0724 4.8992 -0.27
C -1.4864 -1.9831 3.7053 -0.85
C -3.0793 -0.1847 0.4771 -0.63
C 2.0821 -4.1314 0.1681 -1.12
C 3.5733 5.4313 -4.8838 -0.27
C -4.3547 0.0521 1.2624 -0.55
H -8.4824 -1.7095 3.9405 0.28
H 3.0701 1.3536 -1.2334 0.21
H -0.7984 1.4612 -1.4148 0.17
H -2.1174 -2.6723 1.7532 0.21
H 2.5725 6.8029 -6.2152 0.36
H -7.4268 -0.3064 3.9813 0.27
H 4.2789 0.6002 -3.9526 0.36
H 5.4789 -3.1518 -0.6186 0.29
H -1.8008 -0.9417 3.5872 0.32
H 0.5317 2.1984 -0.5029 0.33
H 2.8105 -3.6983 -0.5218 0.32
H 6.6892 -2.8162 0.6682 0.31
H -3.2077 -1.0064 -0.2287 0.27
H 2.6004 -4.8846 0.7562 0.33
H -2.2485 -0.4396 1.1395 0.14
H -5.1335 0.4223 0.5949 0.36
H 4.5363 5.9410 -4.8252 0.33
H -1.6279 -2.2490 4.7538 0.38
H -5.9552 -1.6156 5.6591 0.32
H 3.5984 -0.5325 -2.7684 0.32
H 6.0920 -4.4477 0.3985 0.25
H -6.9525 -3.0173 5.3060 0.33
H 3.6520 4.6805 -5.6693 0.32
H 4.7746 1.3113 -1.6218 0.32
H -0.0125 2.7040 -3.4767 0.33
H -8.2582 -0.8255 5.4586 0.36
H -4.1969 0.8095 2.0325 0.35
H 1.4928 5.9772 -5.0770 0.28
H 0.8633 -2.0411 -0.5919 0.26
H 0.8743 1.0828 -1.8254 0.05
H -0.5391 3.7717 -2.1821 0.33
H -1.9301 -3.9344 2.9513 0.32
H -0.4275 -2.0476 3.4656 0.12
H 2.5518 0.6196 -3.6096 0.36
H 2.5286 7.2769 -4.5095 0.28
H -2.8018 0.7145 -0.0744 0.28
H 1.2629 -4.5282 -0.4305 0.42
```

Output
- F_max: 0.0922 Eh/bohr
- Total charge: 0
- DFT total energy: -78394.255 eV



ORCA calculation (ωB97M-V with the def2-TZVPD basis set) on a molecular structure, C42H53CaN3.

Geometry as XYZ:
```
99
Properties=species:S:1:pos:R:3:mulliken_charge:R:1
Ca -0.5161 0.2492 -0.1082 1.82
N -0.5729 -1.8225 1.2451 0.09
N -0.4946 1.3280 -2.1365 0.52
N -2.7065 -0.7314 -0.3234 0.10
C 0.6556 3.0344 0.9860 1.58
C -2.9536 3.7773 -0.9196 0.81
C -3.2971 4.4724 -2.0760 -1.02
C 0.7225 0.3147 3.6364 -2.35
C 0.3291 2.2397 2.0960 1.19
C 1.9871 3.4919 -1.0815 -2.15
C -4.6702 0.7824 1.1178 0.06
C -0.5328 -0.7680 -5.3717 0.31
C 0.1474 -2.0010 -4.7693 -1.55
C 1.0412 1.0510 2.3575 1.52
C -1.7232 3.1344 -3.3196 -0.90
C 2.2997 1.3857 0.3033 1.04
C -3.6040 4.1471 0.3903 -2.06
C -6.7687 1.9566 1.2212 -0.50
C 1.0484 1.3634 -4.1107 -0.66
C -2.8810 -1.7881 0.3962 -0.41
C 2.3025 -0.7406 -4.6121 -1.37
C 1.2645 -1.5472 -3.8255 0.39
C -1.9237 -3.5173 1.9745 -1.13
C -1.8412 -2.3583 1.1951 0.06
C -4.8477 0.5415 -0.2385 0.81
C -2.0097 2.7705 -0.9755 0.66
C 0.4995 0.0470 -6.1600 -1.36
C -5.6270 1.4829 1.8441 -0.76
C -0.7436 2.6543 3.0829 -2.24
C -1.1245 0.1005 -4.2521 -1.09
C -0.0192 0.6006 -3.3044 2.55
C -3.8181 -0.1944 -1.0870 -1.51
C 0.1305 -2.6579 2.0323 -0.50
C 2.9576 -0.5329 1.7630 -2.47
C -6.9548 1.7201 -0.1365 -0.60
C -0.6567 -3.7097 2.5141 -1.06
C -1.3668 2.3667 -2.1852 0.41
C 0.6592 -0.6623 -2.7362 -2.81
C 2.0496 0.6407 1.4710 1.10
C -3.0249 4.8888 -4.5406 -1.76
C 1.6367 2.5989 0.0829 0.89
C 3.3500 0.8867 -0.6670 -2.15
C 0.0496 4.4046 0.7762 -2.45
C -2.6688 4.1516 -3.2742 0.77
C -6.0038 1.0156 -0.8561 -0.56
C 1.6314 0.4921 -5.2270 0.34
H -3.7861 0.4001 1.6125 0.26
H 1.4466 -0.3543 -2.0314 -0.68
H 0.9073 -0.5540 -6.9789 0.51
H -0.3406 0.0762 3.6872 0.28
H -1.5989 1.9737 3.0410 0.17
H -0.0480 4.6343 -0.2810 0.43
H -3.4122 0.5212 -1.8054 -0.11
H -1.2546 2.9371 -4.2734 0.35
H 2.7384 -1.3654 -5.3976 0.54
H -0.5836 -2.6031 -4.2211 0.46
H -0.9411 4.5015 1.2064 0.29
H -1.8408 -0.4822 -3.6615 0.16
H -0.3284 -4.5062 3.1631 0.46
H 0.0172 0.9231 -6.6054 0.53
H -1.7548 2.3140 -0.0164 -0.83
H -4.3328 -0.9767 -1.6570 0.75
H -3.6931 4.2883 -5.1614 0.28
H 2.8889 3.1678 -1.5903 0.50
H 3.1170 -0.4297 -3.9490 0.38
H 1.1757 -2.4967 2.2324 0.41
H 2.1575 4.5097 -0.7299 0.55
H -4.6867 4.0266 0.3299 0.44
H -7.8468 2.0801 -0.6336 0.38
H 4.0001 -0.2383 1.6372 0.42
H 0.6949 5.1619 1.2328 0.44
H 3.4057 -0.2002 -0.6630 0.50
H 2.3676 1.0671 -5.7952 0.32
H -0.0997 -1.2451 -2.1887 0.74
H -3.2472 3.5235 1.2108 0.09
H 1.2548 -0.6227 3.7345 0.40
H -1.1069 3.6591 2.9028 0.48
H -6.1545 0.8331 -1.9145 0.41
H -1.6710 0.9375 -4.6853 0.66
H 1.8363 1.6785 -3.4198 0.04
H -3.8491 -2.2991 0.4109 0.27
H 0.6270 2.2756 -4.5384 0.39
H -5.4775 1.6607 2.9022 0.38
H 0.9662 0.9310 4.5050 0.48
H 4.3422 1.2622 -0.4018 0.42
H 0.5638 -2.6284 -5.5634 0.55
H -3.3957 5.1934 0.6282 0.43
H 2.7677 -1.3620 1.0792 0.33
H 1.7421 -2.4170 -3.3664 0.39
H 3.1306 1.1944 -1.6848 0.37
H -3.5280 5.8293 -4.3173 0.42
H -1.3366 -1.0846 -6.0417 0.29
H -2.8045 -4.1278 2.1076 0.47
H -7.5131 2.5037 1.7857 0.38
H 1.1753 3.5108 -1.8115 0.11
H -4.0417 5.2596 -2.0350 0.32
H 2.8480 -0.9047 2.7765 0.50
H -2.1321 5.1078 -5.1281 0.36
H -0.3598 2.6216 4.1027 0.51
```

Output
- F_max: 0.0094 Eh/bohr
- Total charge: 0
- Energy relative to the best compared isomer or geometry (same formula, charge and spin): 0.00 kJ/mol



ORCA calculation (ωB97M-V with the def2-TZVPD basis set) on a molecular structure, C35H38N4O4PtS3Se at a distorted geometry.

Geometry as XYZ:
```
86
Properties=species:S:1:pos:R:3:mulliken_spin:R:1
Pt 0.1074 -1.7092 -1.3381 1.35
Se 1.6598 0.0254 -1.3318 0.38
S -1.7310 -2.4930 -3.7264 0.02
S 0.4100 -1.0815 3.7487 0.00
S -0.6539 3.7502 1.3039 0.00
O -1.2470 2.3567 1.1626 0.00
O -2.7775 -3.3209 -4.2586 0.01
O 0.6389 -1.4964 2.3076 0.00
O -0.3804 -2.7211 -4.1874 0.01
N -1.7028 -2.5024 -2.0415 0.11
N -0.7262 -3.2753 -0.2012 0.04
N -2.4463 -4.5645 -1.1987 0.01
N -2.0114 3.4192 -4.4011 0.00
C -4.1315 5.3427 0.4407 0.00
C -0.3752 3.8009 3.1427 0.00
C -1.1059 -2.3252 5.5717 0.00
C -1.0217 -2.0213 4.2370 0.00
C 5.0107 -2.4690 -1.7189 -0.02
C -1.7404 -2.7069 3.3077 0.00
C -2.8328 1.4465 -3.2460 -0.01
C -1.7102 -3.5268 -1.1354 0.02
C -2.0394 2.0675 -4.2715 0.00
C -4.0293 6.7081 0.6019 0.00
C 4.3471 0.0124 -2.6713 0.02
C -2.7223 -4.0022 5.1047 0.00
C 1.1112 1.6569 3.3123 -0.01
C 0.9209 3.1582 3.6817 0.00
C -1.8162 6.3858 1.4905 0.00
C 2.9789 -2.5993 -0.2168 0.05
C -1.3427 -0.1005 -5.0132 0.01
C 3.9934 1.4353 -3.1557 0.01
C -2.8748 7.2529 1.1668 0.00
C -2.0363 -3.2048 6.0434 0.00
C 3.4285 -0.7136 -1.8478 -0.02
C 5.9395 -1.8371 -2.5402 0.03
C -0.2503 -4.3251 0.5538 0.00
C -1.9724 4.9919 1.3251 0.00
C -0.1060 0.7175 3.6885 0.00
C 7.2567 -2.4397 -2.8852 0.00
C -2.8213 0.0593 -3.0740 0.01
C -2.6575 -3.6624 3.7681 0.00
C -3.1983 4.4789 0.8955 0.00
C -2.1732 -5.4875 -0.2860 0.00
C 5.5296 -0.5898 -3.0610 -0.01
C -1.2621 1.2454 -5.1383 0.00
C -1.0523 -5.4265 0.5688 0.01
C -2.0656 -0.7281 -3.9092 0.00
C 3.8246 -1.9116 -1.2435 -0.02
H -0.8845 -6.3163 1.2003 0.00
H -3.3701 -0.4382 -2.2902 0.00
H -0.8652 6.7106 1.9385 0.00
H -2.7587 8.3142 1.2573 0.00
H -4.8522 7.3970 0.3712 0.00
H -0.6022 1.6256 -5.8953 0.00
H -3.3799 3.3995 0.9762 0.00
H -1.6079 -2.4737 2.2628 0.00
H -0.4212 -1.7598 6.2821 0.00
H 3.8761 2.0771 -2.2937 0.00
H 1.9037 1.3539 3.9768 0.00
H -3.3675 -4.8061 5.4081 0.00
H 2.1596 -1.9496 0.2108 -0.01
H 2.4778 -3.4765 -0.5919 -0.01
H -2.9534 -6.2072 -0.1580 0.00
H 4.8857 1.8376 -3.6454 0.00
H 1.2596 1.3929 2.2649 0.01
H -2.5780 4.0538 -3.8591 0.00
H -0.5735 0.9462 4.6274 0.00
H 3.5954 -2.9282 0.6272 0.00
H -1.3828 3.8360 -5.0633 0.00
H -3.4797 2.0668 -2.6238 0.00
H -0.3961 4.8254 3.5101 0.00
H 8.1266 -1.7794 -2.6952 0.00
H 1.8047 3.6440 3.2961 0.00
H 7.4758 -3.3480 -2.3289 0.00
H -2.3177 -3.3314 7.1179 0.00
H -5.0415 4.8909 0.0361 0.00
H 0.5679 -4.0685 1.2717 0.00
H -1.1922 3.1506 3.5449 0.00
H -0.9135 -0.7676 -5.7715 0.00
H 5.2679 -3.5288 -1.4282 0.00
H 0.9720 3.3017 4.7954 0.00
H 3.0915 1.4645 -3.7675 0.00
H -0.8878 0.6755 2.8741 0.00
H 7.3152 -2.6770 -3.9109 0.00
H -3.2758 -4.0658 2.9666 0.00
H 6.1787 -0.1115 -3.8190 0.00
```

Output
- F_max: 0.0621 Eh/bohr
- <S²>: 2.01
- Multiplicity: 3
- Total charge: 0
- Energy relative to the best compared isomer or geometry (same formula, charge and spin): 81.73 kJ/mol



ORCA calculation (ωB97M-V with the def2-TZVPD basis set) on a single C2HCl2FOS molecule at a distorted geometry.

Geometry as XYZ:
```
8
Properties=species:S:1:pos:R:3:mulliken_charge:R:1
Cl 0.7879 1.2202 -1.4990 -0.09
Cl 1.8596 0.6805 1.1433 -0.09
S 0.7461 -2.2065 -0.0776 -0.23
F -0.5809 1.2389 0.6867 -0.26
O -1.4503 -0.7986 -0.2657 -0.44
C 0.4748 0.5833 0.1152 0.55
C -0.1307 -0.8653 -0.0408 0.14
H -1.7064 0.1476 -0.0620 0.41
```

Output
- F_max: 0.0333 Eh/bohr
- SMILES string: OC(=S)C(F)(Cl)Cl
- Total charge: 0
- Energy relative to the best compared isomer or geometry (same formula, charge and spin): 9.61 kJ/mol